Entry 1:
A molecular structure, C56H71Cl3MnN3O3SSe. Source: OMol25; level of theory: ωB97M-V/def2-TZVPD.

Last column: Mulliken charge in e.
Atoms and positions in Å:
Mn  0.49  -0.62  1.02  0.682
C  -4.87  -5.94  -1.88  -2.282
C  -4.84  -5.21  -0.54  2.362
C  -5.02  -6.25  0.58  -1.758
C  -6.01  -4.21  -0.50  -1.441
C  -3.54  -4.46  -0.30  -0.878
C  -3.32  -3.80  0.90  -0.686
C  -2.15  -3.11  1.11  0.107
Se  -1.90  -2.16  2.78  0.173
C  -3.09  -0.73  2.24  -0.783
C  -4.44  -0.80  2.50  -0.243
C  -5.28  0.22  2.07  -0.205
C  -4.67  1.34  1.51  -0.639
C  -3.31  1.45  1.28  -0.672
C  -2.48  0.33  1.54  0.168
O  -1.23  0.24  1.20  0.235
C  -2.71  2.74  0.74  2.650
C  -2.27  2.51  -0.71  -1.255
C  -1.48  3.09  1.59  -1.239
C  -3.67  3.93  0.81  -2.552
C  -6.79  0.18  2.21  2.059
C  -7.23  1.27  3.19  -1.714
C  -7.28  -1.18  2.73  -1.839
C  -7.44  0.42  0.84  -1.623
C  -1.12  -3.01  0.16  0.829
O  -0.06  -2.30  0.44  -1.066
C  -1.31  -3.75  -1.04  -0.806
C  -2.50  -4.42  -1.23  -0.195
C  -0.17  -3.89  -2.04  3.150
C  0.87  -4.80  -1.39  -1.622
C  -0.59  -4.53  -3.37  -2.498
C  0.45  -2.52  -2.39  -2.057
H  -5.79  -6.52  -1.96  0.435
H  -4.04  -6.64  -1.96  0.470
H  -4.83  -5.25  -2.72  0.402
H  -5.94  -6.81  0.42  0.467
H  -5.08  -5.77  1.55  0.292
H  -4.19  -6.95  0.58  0.405
H  -6.95  -4.73  -0.64  0.505
H  -5.90  -3.48  -1.30  0.367
H  -6.04  -3.69  0.45  0.046
H  -4.05  -3.81  1.70  0.274
H  -4.82  -1.67  3.01  0.510
H  -5.31  2.17  1.25  0.428
H  -1.64  1.62  -0.75  -0.267
H  -1.69  3.36  -1.07  0.458
H  -3.13  2.36  -1.36  0.445
H  -0.74  2.30  1.50  -0.468
H  -1.76  3.19  2.63  0.523
H  -1.03  4.02  1.25  0.562
H  -4.50  3.82  0.12  0.387
H  -3.13  4.84  0.54  0.472
H  -4.06  4.04  1.82  0.461
H  -6.79  1.09  4.17  0.356
H  -8.32  1.27  3.30  0.468
H  -6.93  2.25  2.85  0.314
H  -6.90  -1.38  3.72  0.380
H  -6.98  -1.97  2.05  0.127
H  -8.37  -1.18  2.78  0.466
H  -7.19  1.40  0.44  0.298
H  -8.53  0.37  0.93  0.492
H  -7.12  -0.34  0.13  0.306
H  -2.64  -4.94  -2.16  0.554
H  0.46  -5.80  -1.25  0.404
H  1.14  -4.43  -0.41  0.147
H  1.77  -4.88  -2.00  0.428
H  -0.94  -5.55  -3.23  0.472
H  0.27  -4.57  -4.03  0.459
H  -1.37  -3.94  -3.85  0.466
H  0.83  -2.02  -1.50  0.237
H  -0.30  -1.89  -2.85  0.437
H  1.28  -2.65  -3.08  0.612
Cl  3.60  0.38  -6.48  -0.239
C  4.39  0.52  -4.95  0.157
C  3.81  1.29  -3.95  -1.338
C  4.43  1.36  -2.71  0.878
C  5.62  0.69  -2.46  -0.944
C  6.30  0.78  -1.11  -0.839
C  6.19  -0.55  -0.33  -1.104
N  4.85  -1.05  -0.18  0.457
C  4.51  -2.38  -0.15  -1.333
C  3.19  -2.42  0.18  -0.571
N  2.71  -1.15  0.33  1.188
C  3.73  -0.35  0.10  -1.740
O  5.78  1.88  -0.39  0.045
C  6.65  2.43  0.58  -0.860
C  6.40  3.90  0.69  -0.069
C  5.99  4.55  1.82  0.851
Cl  5.67  3.87  3.35  -0.183
S  5.84  6.26  1.59  -0.196
C  6.33  6.10  -0.05  -0.382
C  6.58  4.81  -0.39  -0.942
C  6.20  -0.03  -3.50  0.894
Cl  7.73  -0.81  -3.30  -0.215
C  5.59  -0.13  -4.74  -0.807
H  2.90  1.82  -4.12  0.676
H  3.98  1.96  -1.94  0.344
H  7.38  0.95  -1.29  0.894
H  6.63  -0.39  0.67  0.234
H  6.79  -1.31  -0.84  0.673
H  5.20  -3.16  -0.35  0.543
H  2.56  -3.27  0.32  0.478
H  3.71  0.72  0.13  0.966
H  7.70  2.26  0.29  0.522
H  6.48  1.96  1.56  0.344
H  6.37  6.97  -0.67  0.463
H  6.88  4.51  -1.37  0.396
H  6.06  -0.69  -5.53  0.462
C  0.39  1.73  -3.22  -1.890
C  1.05  2.24  -1.97  1.051
C  1.65  3.50  -1.92  -0.977
C  2.20  3.95  -0.73  1.211
C  2.86  5.30  -0.71  -1.770
C  2.16  3.18  0.41  -0.588
C  1.54  1.91  0.42  0.752
C  1.03  1.47  -0.83  0.378
N  1.36  1.06  1.47  1.420
C  1.87  1.24  2.82  0.937
C  3.41  1.17  2.87  -1.175
C  1.40  2.52  3.54  -1.506
C  1.31  0.06  3.64  -1.669
H  0.57  2.39  -4.06  0.509
H  -0.69  1.68  -3.06  0.332
H  0.73  0.73  -3.47  0.325
H  1.66  4.13  -2.80  0.467
H  2.32  5.99  -1.37  0.467
H  3.88  5.22  -1.07  0.148
H  2.88  5.73  0.29  0.364
H  2.59  3.59  1.31  -0.008
H  0.57  0.47  -0.90  -0.104
H  3.85  1.91  2.20  -0.260
H  3.74  0.18  2.58  0.303
H  3.75  1.36  3.88  0.691
H  1.82  3.42  3.11  0.203
H  1.71  2.48  4.58  0.549
H  0.32  2.60  3.50  0.145
H  1.58  -0.90  3.16  0.188
H  0.22  0.13  3.73  0.320
H  1.74  0.06  4.65  0.530

Output
ΔE to the lowest compared entry with this formula, charge and spin in kJ/mol: 49.35
Multiplicity: 5
Charge: 0
Kohn-Sham gap (alpha / beta) in eV: 5.85 / 7.13
Strongest force on any atom in hartree/bohr: 0.0483
E_tot in eV: -214908.816

Entry 2:
14 unconnected molecules or ions with the total composition C56H77N7O21. Source: OMol25; level of theory: ωB97M-V/def2-TZVPD.

Last column: Mulliken charge in e.
Atoms and positions in Å:
C  0.52  -7.05  -5.00  -1.348
C  1.15  -8.18  -4.15  0.426
C  0.46  -8.47  -2.83  -0.470
O  0.39  -9.86  -2.76  -0.311
C  0.61  -10.39  -3.93  0.678
O  0.43  -11.57  -4.19  -0.578
O  0.88  -9.43  -4.84  -0.341
H  1.12  -6.85  -5.89  0.341
H  0.41  -6.09  -4.51  0.361
H  -0.44  -7.38  -5.41  0.358
H  2.21  -8.03  -3.96  0.279
H  -0.56  -8.09  -2.78  0.279
H  0.98  -7.99  -2.00  0.325
C  10.81  -3.94  -1.79  -1.407
C  9.63  -3.31  -2.57  0.497
C  9.19  -4.12  -3.76  -0.506
O  7.79  -4.29  -3.74  -0.317
C  7.41  -3.91  -2.49  0.661
O  6.26  -3.86  -2.06  -0.578
O  8.47  -3.46  -1.78  -0.312
H  11.81  -3.87  -2.21  0.397
H  10.69  -4.99  -1.49  0.349
H  10.93  -3.42  -0.84  0.346
H  9.79  -2.31  -3.00  0.257
H  9.75  -5.05  -3.81  0.295
H  9.28  -3.43  -4.60  0.318
C  6.50  2.74  -3.54  -1.435
C  7.25  2.92  -4.88  0.495
C  6.89  4.25  -5.58  -0.491
O  8.09  4.73  -6.06  -0.320
C  9.11  4.04  -5.56  0.665
O  10.27  4.23  -5.85  -0.548
O  8.66  3.08  -4.71  -0.347
H  6.60  3.55  -2.82  0.369
H  6.91  1.88  -3.00  0.339
H  5.43  2.59  -3.66  0.389
H  7.07  2.03  -5.50  0.224
H  6.62  4.96  -4.80  0.306
H  6.03  4.22  -6.25  0.351
C  -10.09  -5.27  -6.17  -1.435
C  -9.19  -4.06  -5.89  0.443
C  -9.65  -3.07  -4.86  -0.359
O  -8.50  -2.94  -4.06  -0.317
C  -7.53  -3.76  -4.39  0.706
O  -6.53  -3.94  -3.71  -0.591
O  -7.93  -4.45  -5.44  -0.346
H  -10.12  -5.97  -5.33  0.371
H  -9.61  -5.84  -6.96  0.350
H  -11.13  -5.05  -6.41  0.370
H  -9.08  -3.49  -6.81  0.219
H  -10.39  -3.65  -4.31  0.272
H  -10.11  -2.18  -5.29  0.319
C  -1.96  -6.65  3.52  -1.382
C  -3.36  -6.79  2.88  0.388
C  -3.98  -8.14  3.11  -0.412
O  -5.14  -7.86  3.85  -0.329
C  -5.22  -6.56  4.18  0.705
O  -6.22  -6.10  4.84  -0.628
O  -4.23  -5.92  3.69  -0.316
H  -2.01  -6.86  4.59  0.373
H  -1.53  -5.65  3.42  0.340
H  -1.31  -7.48  3.22  0.383
H  -3.41  -6.49  1.83  0.301
H  -3.30  -8.75  3.71  0.267
H  -4.15  -8.67  2.18  0.310
C  -1.90  -2.55  9.69  -1.386
C  -0.92  -1.67  8.89  0.518
C  -1.37  -0.38  8.37  -0.381
O  -0.71  0.59  9.12  -0.321
C  0.22  0.02  9.84  0.675
O  1.03  0.64  10.54  -0.607
O  0.16  -1.28  9.80  -0.350
H  -1.33  -3.37  10.14  0.358
H  -2.62  -3.03  9.03  0.379
H  -2.38  -2.06  10.54  0.331
H  -0.58  -2.23  8.03  0.222
H  -2.43  -0.14  8.46  0.266
H  -0.91  -0.25  7.39  0.296
C  5.45  -1.80  4.28  -1.373
C  5.33  -3.36  4.16  0.454
C  6.58  -4.11  4.49  -0.399
O  6.12  -5.11  5.40  -0.317
C  4.90  -4.87  5.78  0.652
O  4.29  -5.58  6.58  -0.581
O  4.41  -3.77  5.13  -0.326
H  6.00  -1.52  5.18  0.366
H  4.44  -1.39  4.30  0.331
H  5.94  -1.45  3.38  0.375
H  5.00  -3.51  3.13  0.240
H  7.35  -3.48  4.94  0.288
H  6.95  -4.47  3.54  0.287
N  5.89  6.62  6.03  -0.017
C  4.82  6.15  6.81  -0.653
C  4.06  5.34  5.90  -0.347
C  4.66  5.39  4.63  -0.376
C  5.80  6.19  4.74  -0.301
H  6.66  7.10  6.49  0.213
H  4.69  6.33  7.86  0.349
H  3.19  4.70  6.02  0.382
H  4.40  4.97  3.67  0.380
H  6.62  6.38  4.06  0.369
N  -9.09  0.15  3.82  0.002
C  -9.18  0.11  2.47  -0.373
C  -9.38  1.41  1.93  -0.418
C  -9.37  2.21  3.05  -0.341
C  -9.27  1.42  4.21  -0.563
H  -9.02  -0.67  4.40  0.205
H  -9.24  -0.84  1.96  0.378
H  -9.43  1.58  0.87  0.384
H  -9.48  3.29  3.04  0.381
H  -9.24  1.84  5.21  0.346
N  2.23  0.44  -8.54  0.003
C  1.62  1.58  -8.83  -0.491
C  1.07  2.08  -7.69  -0.411
C  1.24  1.12  -6.69  -0.336
C  2.12  0.17  -7.20  -0.470
H  2.73  -0.14  -9.19  0.197
H  1.43  1.97  -9.82  0.358
H  0.50  2.98  -7.51  0.394
H  0.84  1.18  -5.69  0.379
H  2.53  -0.74  -6.78  0.379
N  2.79  8.52  -1.11  -0.007
C  2.39  7.56  -1.98  -0.511
C  2.40  8.08  -3.25  -0.297
C  2.79  9.38  -3.13  -0.414
C  3.01  9.66  -1.81  -0.482
H  3.07  8.41  -0.14  0.216
H  2.13  6.58  -1.61  0.386
H  2.15  7.56  -4.17  0.390
H  2.69  10.06  -3.96  0.359
H  3.29  10.56  -1.28  0.361
N  -6.39  8.62  5.17  -0.009
C  -5.40  8.28  4.33  -0.503
C  -4.73  9.48  3.97  -0.297
C  -5.26  10.55  4.63  -0.442
C  -6.30  10.01  5.36  -0.406
H  -6.98  8.01  5.72  0.218
H  -5.17  7.25  4.10  0.360
H  -3.85  9.49  3.33  0.358
H  -4.87  11.55  4.71  0.366
H  -6.93  10.49  6.09  0.354
N  -2.54  -0.11  0.91  0.004
C  -1.22  -0.27  0.63  -0.454
C  -0.49  0.75  1.11  -0.207
C  -1.40  1.62  1.74  -0.421
C  -2.65  1.02  1.64  -0.667
H  -3.20  -0.85  0.74  0.218
H  -0.80  -1.08  0.06  0.345
H  0.58  0.81  0.99  0.390
H  -1.06  2.54  2.18  0.385
H  -3.63  1.35  1.96  0.408
N  -4.44  4.71  -4.39  -0.035
C  -5.20  4.24  -5.44  -0.530
C  -5.45  5.38  -6.21  -0.276
C  -4.62  6.48  -5.90  -0.373
C  -3.96  5.98  -4.73  -0.455
H  -4.23  4.18  -3.56  0.207
H  -5.75  3.31  -5.42  0.339
H  -6.21  5.39  -6.98  0.349
H  -4.53  7.46  -6.34  0.382
H  -3.21  6.51  -4.16  0.392

Output
ΔE to the lowest compared entry with this formula, charge and spin in kJ/mol: 716.96
Charge: 0
Kohn-Sham gap in eV: 7.77
Strongest force on any atom in hartree/bohr: 0.1241
E_tot in eV: -112742.868